The following is a quantum chemistry calculation of a cluster of 2 separate species, C7H9F3NO3 in total, from OMol25.

spin multiplicity = 1
gap between HOMO and LUMO = 9.489 eV
net charge = -1
relative energy (zero: lowest compared OMol25 entry of this formula, charge and spin) = 0.0 kJ/mol

Each line ends with the natural charge from an NBO analysis.
Geometry (Å):
C (4.174, 1.051, 0.348)  0.748
C (3.529, -1.173, -0.808)  0.857
C (3.579, -0.518, 0.490)  -0.682
C (-0.274, -0.691, 0.874)  -0.672
C (-1.445, 0.943, -0.760)  -0.657
C (2.146, 2.300, 0.046)  0.950
C (-0.635, -0.353, -0.681)  0.221
N (3.343, 1.905, -0.075)  -0.692
O (2.920, -1.038, -1.829)  -0.550
O (5.349, 1.123, 0.528)  -0.618
O (1.291, 2.913, -0.496)  -0.632
F (1.679, 1.857, 1.361)  -0.481
F (-1.433, -1.321, -1.283)  -0.396
F (4.720, -1.912, -1.022)  -0.405
H (2.507, -0.419, 0.858)  0.260
H (4.348, -1.115, 1.014)  0.253
H (0.263, -0.426, -1.186)  0.177
H (0.064, 0.389, 1.105)  0.256
H (0.516, -1.468, 1.100)  0.204
H (-1.183, -0.952, 1.359)  0.198
H (-0.802, 1.634, -1.211)  0.245
H (-1.792, 1.274, 0.206)  0.203
H (-2.356, 0.747, -1.284)  0.213

=====

The following is a quantum chemistry calculation of a cluster of 2 separate species, C30H35N4O2 in total, from OMol25.

spin multiplicity = 1
gap between HOMO and LUMO = 6.062 eV
net charge = +1
relative energy (zero: lowest compared OMol25 entry of this formula, charge and spin) = 0.0 kJ/mol

Each line ends with the Löwdin charge.
Geometry (Å):
C (2.169, 1.793, 3.743)  -0.059
C (1.323, 2.348, 2.641)  -0.278
C (-0.059, 2.128, 2.679)  0.024
C (-0.849, 2.621, 1.640)  -0.213
C (-0.241, 3.336, 0.594)  -0.190
C (1.122, 3.581, 0.537)  -0.006
C (1.904, 3.076, 1.583)  -0.035
N (-1.276, 3.626, -0.296)  0.152
C (-2.427, 3.104, 0.201)  -0.357
C (-3.704, 3.238, -0.537)  -0.002
N (-2.208, 2.507, 1.370)  0.100
H (3.215, 2.093, 3.623)  0.078
H (1.812, 2.143, 4.720)  0.084
H (2.121, 0.696, 3.763)  0.085
H (-0.548, 1.582, 3.486)  0.110
H (1.528, 4.146, -0.303)  0.116
H (2.983, 3.242, 1.592)  0.114
H (-1.189, 4.123, -1.176)  0.172
H (-4.479, 2.696, 0.014)  0.084
H (-3.987, 4.296, -0.626)  0.092
H (-3.607, 2.817, -1.547)  0.092
C (-6.565, 7.095, 7.506)  -0.174
C (-5.899, 6.355, 6.354)  -0.148
N (-6.506, 5.031, 6.257)  -0.091
C (-5.820, 4.068, 5.502)  -0.190
C (-4.937, 4.424, 4.455)  0.015
C (-4.227, 3.443, 3.789)  0.020
C (-4.276, 2.083, 4.206)  -0.189
C (-3.450, 1.146, 3.546)  0.089
C (-3.005, -0.081, 4.090)  -0.201
C (-2.921, -0.326, 5.497)  0.007
C (-2.444, -1.535, 5.973)  0.016
C (-2.081, -2.562, 5.078)  -0.202
N (-1.592, -3.818, 5.539)  -0.120
C (-0.514, -3.737, 6.531)  -0.149
C (0.032, -5.142, 6.747)  -0.179
O (-1.017, -6.023, 7.163)  -0.134
C (-2.051, -6.135, 6.181)  -0.180
C (-2.657, -4.776, 5.854)  -0.141
C (-2.187, -2.344, 3.683)  0.022
C (-2.581, -1.114, 3.201)  0.015
C (-5.201, 1.735, 5.245)  0.001
C (-5.992, 2.702, 5.834)  0.014
C (-7.966, 4.997, 6.167)  -0.127
C (-8.602, 5.898, 7.222)  -0.177
O (-7.978, 7.182, 7.295)  -0.131
H (-6.323, 6.571, 8.453)  0.135
H (-6.220, 8.139, 7.541)  0.135
H (-6.034, 6.922, 5.414)  0.132
H (-4.827, 6.237, 6.558)  0.137
H (-4.837, 5.469, 4.158)  0.117
H (-3.571, 3.691, 2.955)  0.107
H (-3.188, 1.352, 2.515)  0.081
H (-3.208, 0.456, 6.201)  0.120
H (-2.367, -1.712, 7.049)  0.123
H (0.269, -3.084, 6.128)  0.135
H (-0.878, -3.321, 7.490)  0.123
H (0.511, -5.489, 5.809)  0.133
H (0.751, -5.150, 7.580)  0.133
H (-1.670, -6.588, 5.244)  0.131
H (-2.811, -6.782, 6.645)  0.133
H (-3.257, -4.426, 6.718)  0.133
H (-3.308, -4.847, 4.974)  0.131
H (-1.909, -3.160, 3.015)  0.129
H (-2.603, -0.914, 2.128)  0.130
H (-5.291, 0.696, 5.563)  0.120
H (-6.712, 2.440, 6.612)  0.125
H (-8.298, 5.347, 5.166)  0.140
H (-8.298, 3.963, 6.306)  0.121
H (-9.645, 6.114, 6.944)  0.135
H (-8.563, 5.380, 8.200)  0.131

=====

The following is a quantum chemistry calculation of an isolated molecule of C18H22N8O3, from OMol25.

spin multiplicity = 1
gap between HOMO and LUMO = 8.877 eV
net charge = 0
relative energy (zero: lowest compared OMol25 entry of this formula, charge and spin) = 16.7 kJ/mol

Each line ends with the natural charge from an NBO analysis.
Geometry (Å):
C (-1.745, 1.223, 2.521)  -0.635
C (-1.834, -0.270, 2.208)  0.084
C (-2.412, -1.035, 3.417)  -0.060
O (-1.959, -0.612, 4.671)  -0.733
C (-2.817, -0.537, 1.029)  -0.221
N (-2.220, -0.725, -0.278)  -0.625
C (-1.803, 0.290, -1.066)  0.655
O (-1.838, 1.467, -0.748)  -0.632
C (-1.224, -0.161, -2.372)  0.008
C (-0.678, 0.765, -3.184)  0.049
N (-0.089, 0.321, -4.337)  -0.324
C (0.563, 0.919, -5.373)  0.128
N (0.961, 0.014, -6.228)  -0.234
N (0.586, -1.212, -5.777)  -0.254
C (-0.040, -1.021, -4.640)  0.243
C (-0.651, -1.926, -3.724)  0.110
N (-1.223, -1.514, -2.642)  -0.428
N (-0.522, -0.788, 1.801)  -0.642
C (0.575, -0.920, 2.562)  0.708
O (0.618, -0.740, 3.774)  -0.665
C (1.826, -1.390, 1.818)  -0.526
C (1.929, -0.981, 0.389)  0.091
C (1.613, -1.619, -0.779)  -0.098
N (1.864, -0.809, -1.861)  -0.482
C (2.324, 0.303, -1.351)  0.183
N (2.376, 0.268, 0.006)  -0.345
C (2.878, 1.289, 0.880)  -0.070
C (2.507, 2.713, 0.606)  -0.417
C (1.920, 1.999, 1.789)  -0.410
H (-2.702, 1.571, 2.913)  0.220
H (-0.994, 1.408, 3.287)  0.227
H (-1.510, 1.783, 1.618)  0.234
H (-3.494, -0.875, 3.415)  0.179
H (-2.237, -2.108, 3.253)  0.161
H (-0.986, -0.641, 4.643)  0.499
H (-3.382, -1.447, 1.239)  0.211
H (-3.522, 0.294, 0.985)  0.226
H (-2.174, -1.646, -0.687)  0.433
H (-0.678, 1.821, -2.958)  0.249
H (0.710, 1.982, -5.457)  0.213
H (-0.635, -2.986, -3.944)  0.215
H (-0.391, -0.933, 0.809)  0.423
H (2.675, -1.034, 2.402)  0.250
H (1.837, -2.480, 1.882)  0.255
H (1.230, -2.621, -0.897)  0.212
H (2.644, 1.171, -1.906)  0.200
H (3.875, 1.094, 1.254)  0.218
H (3.267, 3.463, 0.769)  0.226
H (1.843, 2.907, -0.225)  0.226
H (0.879, 1.717, 1.714)  0.233
H (2.261, 2.247, 2.783)  0.231

=====

The following is a quantum chemistry calculation of a structure of composition C40H78O11, from OMol25.

spin multiplicity = 1
gap between HOMO and LUMO = 7.470 eV
net charge = 0
relative energy (zero: lowest compared OMol25 entry of this formula, charge and spin) = 3672.9 kJ/mol

Each line ends with the Löwdin charge.
Geometry (Å):
C (-17.823, -16.876, 24.736)  -0.191
C (-16.713, -17.840, 24.598)  -0.095
C (-15.519, -16.900, 24.154)  -0.190
O (-16.110, -15.795, 23.602)  -0.131
C (-17.425, -15.587, 24.095)  -0.170
H (-18.305, -16.834, 25.713)  0.003
H (-18.671, -17.286, 24.188)  0.139
H (-16.841, -18.563, 23.792)  0.112
H (-16.568, -18.433, 25.501)  0.114
H (-14.884, -17.269, 23.348)  0.127
H (-14.833, -16.723, 24.982)  0.085
H (-18.185, -15.146, 23.450)  0.145
H (-17.398, -14.744, 24.785)  0.060
C (-20.568, -16.179, 27.325)  -0.147
C (-20.293, -16.332, 28.805)  -0.177
C (-19.863, -17.787, 28.879)  -0.187
O (-19.092, -17.940, 27.759)  -0.075
C (-19.717, -17.173, 26.665)  -0.128
H (-20.349, -15.152, 27.030)  0.037
H (-21.636, -16.300, 27.147)  0.133
H (-21.137, -16.028, 29.424)  0.091
H (-19.535, -15.596, 29.072)  0.025
H (-20.625, -18.549, 29.045)  0.127
H (-19.154, -17.987, 29.682)  0.124
H (-20.286, -17.827, 26.005)  0.145
H (-19.055, -16.726, 25.923)  0.009
C (-15.702, -15.926, 27.492)  -0.101
C (-14.717, -15.062, 26.648)  -0.150
C (-13.563, -14.873, 27.591)  -0.186
O (-13.517, -16.076, 28.320)  -0.115
C (-14.749, -16.815, 28.211)  -0.167
H (-16.387, -16.551, 26.918)  0.124
H (-16.251, -15.287, 28.183)  0.074
H (-15.218, -14.135, 26.370)  0.095
H (-14.239, -15.539, 25.792)  0.090
H (-13.677, -13.974, 28.196)  0.118
H (-12.687, -14.569, 27.019)  0.126
H (-15.127, -17.066, 29.202)  0.094
H (-14.712, -17.721, 27.605)  0.131
C (-14.801, -13.569, 24.470)  -0.141
C (-13.600, -12.653, 24.229)  -0.119
C (-13.783, -11.558, 25.248)  -0.115
O (-14.996, -11.822, 26.016)  -0.229
C (-15.711, -12.592, 25.100)  -0.319
H (-14.506, -14.431, 25.069)  0.043
H (-15.160, -14.044, 23.557)  0.127
H (-13.605, -12.262, 23.212)  0.114
H (-12.611, -13.095, 24.351)  0.109
H (-13.976, -10.584, 24.798)  0.133
H (-12.914, -11.496, 25.902)  0.134
H (-16.293, -12.030, 24.369)  0.120
H (-16.466, -13.160, 25.643)  0.030
C (-15.424, -14.930, 31.677)  -0.088
C (-16.526, -14.106, 30.897)  -0.181
C (-17.359, -15.170, 30.185)  -0.120
O (-16.233, -15.950, 29.740)  -0.239
C (-15.065, -15.837, 30.599)  -0.197
H (-15.848, -15.513, 32.495)  0.119
H (-14.533, -14.426, 32.050)  0.124
H (-16.289, -13.274, 30.233)  0.082
H (-17.249, -13.655, 31.576)  0.024
H (-17.928, -14.779, 29.341)  0.052
H (-18.040, -15.574, 30.934)  0.146
H (-14.284, -15.409, 29.972)  0.123
H (-14.853, -16.771, 31.120)  0.144
C (-22.177, -13.962, 26.336)  -0.130
C (-20.742, -13.657, 25.936)  -0.186
C (-20.621, -12.149, 25.798)  -0.153
O (-21.893, -11.822, 25.281)  -0.133
C (-22.903, -12.712, 25.844)  -0.146
H (-22.414, -14.149, 27.383)  0.086
H (-22.470, -14.838, 25.758)  0.120
H (-20.467, -14.189, 25.025)  0.154
H (-20.182, -14.146, 26.733)  0.033
H (-19.880, -11.733, 25.115)  0.127
H (-20.543, -11.605, 26.739)  0.129
H (-23.651, -12.936, 25.083)  0.118
H (-23.348, -12.262, 26.731)  0.113
C (-18.171, -10.968, 32.104)  -0.173
C (-17.562, -12.221, 31.785)  -0.221
C (-17.336, -12.241, 30.263)  -0.264
O (-18.266, -11.223, 29.803)  -0.157
C (-18.399, -10.220, 30.807)  -0.141
H (-17.482, -10.419, 32.746)  0.123
H (-19.077, -11.031, 32.706)  0.123
H (-18.240, -13.025, 32.070)  0.136
H (-16.710, -12.466, 32.420)  0.148
H (-17.693, -13.177, 29.835)  0.039
H (-16.313, -12.028, 29.952)  0.176
H (-19.436, -9.885, 30.769)  0.127
H (-17.640, -9.449, 30.675)  0.127
C (-15.954, -10.508, 26.341)  -0.315
C (-16.579, -9.385, 27.145)  -0.121
C (-16.650, -8.272, 26.077)  -0.182
O (-16.843, -9.005, 24.888)  -0.118
C (-16.590, -10.401, 24.982)  -0.166
H (-16.189, -11.460, 26.817)  0.115
H (-14.876, -10.353, 26.333)  0.125
H (-15.905, -9.237, 27.989)  0.111
H (-17.554, -9.643, 27.559)  0.101
H (-15.643, -7.861, 26.010)  0.114
H (-17.479, -7.597, 26.291)  0.116
H (-16.029, -10.686, 24.092)  0.135
H (-17.544, -10.922, 25.065)  0.113
C (-18.268, -14.582, 27.807)  -0.178
C (-18.302, -14.245, 26.374)  -0.168
C (-17.814, -12.808, 26.184)  -0.196
O (-18.507, -12.291, 27.297)  -0.077
C (-18.462, -13.189, 28.408)  -0.165
H (-17.311, -15.020, 28.091)  0.061
H (-19.011, -15.286, 28.183)  0.046
H (-19.320, -14.410, 26.020)  0.043
H (-17.806, -15.024, 25.794)  0.060
H (-18.007, -12.388, 25.196)  0.127
H (-16.747, -12.636, 26.321)  0.045
H (-19.368, -13.034, 28.994)  0.075
H (-17.617, -12.987, 29.067)  0.014
O (-22.756, -15.097, 29.194)  0.077
C (-22.109, -14.207, 29.737)  -0.385
O (-22.768, -13.128, 30.229)  0.055
C (-21.861, -12.237, 30.846)  -0.133
C (-20.466, -12.628, 30.298)  -0.148
C (-20.567, -14.094, 30.043)  -0.066
H (-21.808, -12.391, 31.924)  0.124
H (-22.144, -11.192, 30.721)  0.133
H (-19.619, -12.277, 30.889)  0.095
H (-20.490, -11.985, 29.418)  0.138
H (-20.504, -14.748, 30.913)  0.163
H (-19.980, -14.474, 29.207)  0.059

=====

net charge of number 1 (C7H9F3NO3)? -1

=====

Which of these has the lowest net charge? C7H9F3NO3

=====

spin multiplicity of number 1 (C7H9F3NO3)? 1